No. 1
A 2-piece molecular cluster, C3H7FSi overall. Source: the Open Molecules 2025 dataset; level of theory: the ωB97M-V functional and the def2-TZVPD basis.

## Properties
E_tot: -507.66784 Ha
E_LUMO (alpha / beta): -0.023 / -0.023 Eh
Frontier orbital gap (alpha / beta): 7.79 / 7.79 eV
ΔE to the lowest compared entry with this formula, charge and spin: 311.40 kJ/mol

Each line ends with the Mulliken charge.
CARTESIAN COORDINATES (ANGSTROEM)
1 C 2.349 0.278 0.020  -0.48
2 C 1.456 0.186 0.974  -0.46
3 C -1.824 0.504 -0.366  -0.39
4 F -2.659 0.700 0.703  -0.28
5 Si -0.727 -1.090 -0.240  0.39
6 H 3.356 0.608 0.088  0.28
7 H 2.037 0.265 -0.921  0.21
8 H 1.511 0.364 2.030  0.27
9 H -1.100 1.312 -0.503  0.26
10 H -2.484 0.633 -1.169  0.35
11 H -1.039 -1.841 0.979  -0.08
12 H -0.877 -1.920 -1.593  -0.07

---

No. 2
One molecule with the formula C5H7NO2. Source: the Open Molecules 2025 dataset; level of theory: the ωB97M-V functional and the def2-TZVPD basis.

## Properties
E_tot: -399.79327 Ha
E_LUMO: 0.005 Eh
Frontier orbital gap: 9.44 eV
ΔE to the lowest compared entry with this formula, charge and spin: 452.35 kJ/mol

Each line ends with the Mulliken charge.
CARTESIAN COORDINATES (ANGSTROEM)
1 C 2.778 -1.051 0.545  -0.59
2 C 2.280 0.011 -0.212  -0.35
3 C 0.768 0.421 -0.288  0.89
4 N 0.271 1.729 -0.344  -0.64
5 C -0.049 -0.572 -0.530  -0.60
6 C -1.634 -0.400 -0.051  0.44
7 O -2.597 -1.042 -0.446  -0.51
8 O -1.861 0.509 1.066  -0.52
9 H 2.187 -2.003 0.907  0.26
10 H 3.984 -0.982 0.585  0.20
11 H 3.194 0.611 -0.534  0.25
12 H -0.315 1.899 -0.968  0.20
13 H 0.957 2.629 0.157  0.29
14 H 0.056 -1.757 -0.584  0.28
15 H -1.150 1.314 1.106  0.39

---

No. 3
C27H59B2CrF8NO19 as an isolated structure. Source: the Open Molecules 2025 dataset; level of theory: the ωB97M-V functional and the def2-TZVPD basis.

## Properties
E_tot: -4442.11044 Ha
E_LUMO (alpha / beta): 0.003 / 0.003 Eh
2S+1: 5
⟨S²⟩: 6.0079
Frontier orbital gap (alpha / beta): 8.80 / 9.33 eV
ΔE to the lowest compared entry with this formula, charge and spin: 0.00 kJ/mol

Each line ends with the Mulliken charge.
CARTESIAN COORDINATES (ANGSTROEM)
1 Cr 2.597 -1.030 1.873  1.16
2 N -0.653 -3.104 2.756  0.14
3 H -1.598 -2.965 3.120  0.54
4 H -0.052 -3.485 3.489  0.33
5 H -0.314 -2.163 2.475  -0.49
6 H -0.599 -3.749 1.972  0.37
7 C -1.160 -1.197 -0.480  -1.41
8 C 0.134 -0.575 0.080  1.55
9 C 0.214 0.950 -0.166  -0.81
10 O 0.562 -0.981 1.350  0.74
11 H -1.922 -1.121 0.306  -0.06
12 H -1.104 -2.263 -0.704  0.07
13 H -1.505 -0.683 -1.376  0.60
14 H 0.903 -0.965 -0.607  -0.70
15 H 0.377 1.134 -1.233  0.16
16 H 1.115 1.373 0.282  -0.13
17 H -0.645 1.576 0.092  0.23
18 B 4.153 0.098 0.073  0.16
19 F 3.906 -1.294 0.323  -0.31
20 F 5.518 0.342 0.192  -0.32
21 F 3.673 0.389 -1.175  -0.28
22 F 3.512 0.759 1.116  -0.39
23 B 2.579 -3.526 3.186  0.02
24 F 1.756 -4.629 3.432  -0.39
25 F 3.719 -3.713 3.970  -0.40
26 F 2.785 -3.256 1.807  -0.36
27 F 1.980 -2.362 3.577  -0.21
28 C -4.442 -2.828 6.025  -1.07
29 C -3.508 -1.699 6.394  -0.18
30 O -3.517 -0.537 5.563  -0.41
31 C -3.221 -0.633 4.290  0.76
32 O -2.721 -1.604 3.753  -0.67
33 O -3.444 0.510 3.689  -0.39
34 C -2.964 0.674 2.346  0.31
35 H -3.897 -3.554 5.412  0.24
36 H -5.346 -2.689 5.431  0.33
37 H -4.762 -3.435 6.874  0.36
38 H -2.481 -2.046 6.511  0.25
39 H -3.770 -1.317 7.379  0.32
40 H -1.923 0.380 2.216  -0.26
41 H -2.992 1.743 2.144  0.32
42 H -3.618 0.165 1.645  -0.05
43 C 3.323 1.662 -4.450  -1.24
44 C 2.046 2.143 -3.792  0.17
45 O 1.475 3.279 -4.408  -0.23
46 C 0.862 3.163 -5.582  0.69
47 O 0.766 2.148 -6.213  -0.55
48 O 0.319 4.348 -5.847  -0.33
49 C -0.438 4.441 -7.039  -0.66
50 H 3.695 0.682 -4.162  0.31
51 H 4.104 2.420 -4.386  0.31
52 H 3.083 1.572 -5.515  0.43
53 H 2.334 2.433 -2.778  0.05
54 H 1.349 1.328 -3.585  0.20
55 H 0.118 4.075 -7.907  0.31
56 H -0.651 5.483 -7.255  0.24
57 H -1.321 3.805 -6.967  0.28
58 C 1.392 -4.215 -1.665  -0.81
59 C 1.786 -3.339 -2.851  0.08
60 O 0.974 -3.663 -3.986  -0.32
61 C 1.157 -4.813 -4.646  0.71
62 O 1.949 -5.673 -4.418  -0.54
63 O 0.300 -4.788 -5.660  -0.35
64 C 0.254 -5.935 -6.511  -0.66
65 H 0.319 -4.117 -1.513  0.26
66 H 1.982 -3.987 -0.775  -0.02
67 H 1.649 -5.254 -1.885  0.46
68 H 2.847 -3.403 -3.085  0.35
69 H 1.524 -2.315 -2.594  0.01
70 H 1.300 -6.137 -6.756  0.31
71 H -0.246 -5.712 -7.448  0.23
72 H -0.178 -6.772 -5.968  0.27
73 C -6.949 -4.928 -2.975  -1.11
74 C -5.780 -3.945 -3.089  -0.20
75 O -4.856 -4.034 -2.002  -0.33
76 C -4.767 -3.102 -1.063  0.77
77 O -4.257 -3.361 -0.008  -0.55
78 O -5.273 -1.919 -1.451  -0.34
79 C -5.437 -0.890 -0.512  -0.07
80 H -6.680 -5.984 -2.900  0.29
81 H -7.686 -4.859 -3.772  0.35
82 H -7.428 -4.729 -2.013  0.29
83 H -6.233 -2.956 -3.121  0.25
84 H -5.321 -3.999 -4.076  0.37
85 H -6.233 -1.152 0.190  0.33
86 H -5.718 0.040 -1.001  0.30
87 H -4.519 -0.706 0.048  -0.41
88 C 1.000 3.708 2.934  -1.75
89 C 0.282 2.381 3.142  0.91
90 O 0.583 1.934 4.463  -0.36
91 C 1.346 0.897 4.673  0.76
92 O 1.696 0.132 3.804  0.21
93 O 1.732 0.930 5.943  -0.41
94 C 2.458 -0.201 6.414  -0.60
95 H 0.774 4.405 3.754  0.45
96 H 0.580 4.308 2.125  0.44
97 H 2.085 3.652 3.005  0.36
98 H 0.671 1.659 2.427  -0.34
99 H -0.775 2.545 2.948  -0.01
100 H 3.211 -0.463 5.670  0.25
101 H 1.839 -1.086 6.570  0.25
102 H 2.914 0.027 7.373  0.29
103 C 3.125 9.479 -0.313  -1.17
104 C 2.971 8.309 0.610  -0.19
105 O 2.968 7.080 -0.108  -0.32
106 C 3.311 5.937 0.458  0.77
107 O 3.633 5.840 1.614  -0.59
108 O 3.387 5.007 -0.502  -0.29
109 C 4.045 3.817 -0.061  -0.45
110 H 3.130 10.371 0.315  0.37
111 H 2.328 9.538 -1.054  0.30
112 H 4.077 9.471 -0.847  0.32
113 H 1.982 8.411 1.064  0.24
114 H 3.719 8.357 1.401  0.32
115 H 4.957 4.058 0.485  0.43
116 H 4.335 3.204 -0.910  0.27
117 H 3.375 3.264 0.597  -0.05

---

No. 4
One molecule with the formula C4H9N2P. Source: the Open Molecules 2025 dataset; level of theory: the ωB97M-V functional and the def2-TZVPD basis.

## Properties
E_tot: -608.48188 Ha
E_LUMO (alpha / beta): -0.005 / -0.006 Eh
Frontier orbital gap (alpha / beta): 7.22 / 7.26 eV
ΔE to the lowest compared entry with this formula, charge and spin: 506.62 kJ/mol

Each line ends with the Mulliken charge.
CARTESIAN COORDINATES (ANGSTROEM)
1 N -2.018 -2.326 -1.546  -0.40
2 N -1.614 -1.526 -0.621  -0.22
3 P -0.033 -0.796 -0.537  0.31
4 C 0.998 0.572 -1.013  -0.54
5 C 1.648 1.269 0.062  -0.36
6 C 0.526 1.370 1.159  -0.67
7 C -0.313 0.041 1.101  -0.67
8 H -2.130 -3.159 -1.154  0.20
9 H -2.562 -2.129 -2.322  0.20
10 H 1.539 0.500 -1.925  0.34
11 H 1.945 2.353 -0.340  0.24
12 H 2.465 0.761 0.537  0.26
13 H 0.823 1.416 2.252  0.27
14 H 0.021 2.238 1.015  0.34
15 H 0.075 -0.624 1.995  0.28
16 H -1.369 0.038 1.335  0.42

---

No. 5
A 9-piece molecular cluster, C20H60N2O14 overall. Source: the Open Molecules 2025 dataset; level of theory: the ωB97M-V functional and the def2-TZVPD basis.

## Properties
E_tot: -1960.65242 Ha
E_LUMO (alpha / beta): 0.071 / 0.071 Eh
2S+1: 2
⟨S²⟩: 0.7505
Total charge: -1
Frontier orbital gap (alpha / beta): 2.06 / 8.27 eV

Each line ends with the Mulliken charge.
CARTESIAN COORDINATES (ANGSTROEM)
1 C 1.118 -2.355 4.368  -1.33
2 O 1.368 -1.266 3.471  1.34
3 H 0.084 -2.412 4.710  0.17
4 H 1.277 -3.362 3.982  0.35
5 H 1.776 -2.167 5.216  0.41
6 H 2.276 -0.953 3.486  -0.69
7 C -1.701 3.897 2.042  -0.40
8 O -1.366 3.461 0.778  -0.53
9 H -1.004 3.493 2.776  -0.01
10 H -1.642 4.984 2.108  0.28
11 H -2.712 3.526 2.207  0.23
12 H -1.266 2.507 0.810  0.30
13 C -1.231 2.223 -3.308  -1.20
14 C 0.164 1.667 -3.807  0.19
15 C 1.363 2.511 -3.214  0.17
16 O 1.497 3.805 -3.784  -0.46
17 C 2.642 4.485 -3.210  -0.64
18 N 0.160 0.272 -3.443  -0.29
19 H -2.126 1.851 -3.807  0.28
20 H -1.334 3.308 -3.350  0.40
21 H -1.301 2.044 -2.235  0.11
22 H 0.164 1.806 -4.888  0.36
23 H 2.309 2.037 -3.474  0.35
24 H 1.344 2.492 -2.124  -0.23
25 H 3.614 4.045 -3.433  0.28
26 H 2.482 4.563 -2.135  0.26
27 H 2.608 5.481 -3.650  0.26
28 H 0.104 0.061 -2.457  -0.34
29 H 0.984 -0.219 -3.759  0.34
30 C 3.796 -1.990 -0.559  -1.37
31 C 3.405 -1.984 -2.058  0.16
32 C 2.227 -2.956 -2.294  -0.38
33 O 2.733 -4.262 -2.148  -0.36
34 C 1.787 -5.288 -2.448  -0.79
35 N 3.034 -0.639 -2.341  -0.46
36 H 2.982 -1.712 0.110  0.13
37 H 4.565 -1.251 -0.335  0.42
38 H 3.930 -2.987 -0.141  0.48
39 H 4.191 -2.311 -2.738  0.41
40 H 1.791 -2.826 -3.285  0.46
41 H 1.498 -2.743 -1.512  0.07
42 H 2.327 -6.095 -2.943  0.30
43 H 1.082 -4.936 -3.202  0.30
44 H 1.180 -5.560 -1.585  0.28
45 H 2.258 -0.402 -1.738  0.16
46 H 3.800 -0.080 -1.992  0.31
47 C -0.452 0.298 6.234  -0.48
48 C 0.085 1.407 5.367  0.07
49 O 0.799 2.379 6.084  -0.43
50 O -1.306 0.721 7.279  -0.52
51 H 0.344 -0.313 6.660  0.25
52 H -1.043 -0.371 5.609  0.23
53 H -0.727 1.933 4.865  0.02
54 H 0.719 0.935 4.618  0.01
55 H 0.305 3.202 6.063  0.34
56 H -1.612 -0.011 7.818  0.30
57 C -5.970 -1.054 1.133  -0.59
58 C -4.818 -1.798 0.474  -0.25
59 O -3.912 -0.877 -0.140  -0.55
60 O -6.834 -0.523 0.211  -0.56
61 H -5.546 -0.250 1.734  0.29
62 H -6.500 -1.756 1.778  0.34
63 H -5.209 -2.437 -0.317  0.19
64 H -4.183 -2.388 1.135  0.31
65 H -3.398 -1.436 -0.727  0.46
66 H -6.454 0.233 -0.242  0.34
67 C 3.414 3.388 1.628  -1.07
68 C 2.157 2.460 1.476  0.77
69 O 2.603 1.153 1.135  0.67
70 O 4.247 3.434 0.434  -0.40
71 H 4.060 3.008 2.420  0.37
72 H 3.186 4.440 1.798  0.37
73 H 1.574 2.938 0.689  -0.01
74 H 1.504 2.568 2.342  0.13
75 H 3.024 0.708 1.874  -0.83
76 H 4.340 2.542 0.091  0.18
77 C -2.323 -2.318 -3.075  0.10
78 C -3.253 -2.470 -4.333  -0.56
79 O -3.656 -3.850 -4.363  -0.55
80 O -3.018 -2.508 -1.874  -0.55
81 H -2.102 -1.269 -2.881  0.00
82 H -1.347 -2.803 -3.086  0.24
83 H -2.738 -2.121 -5.229  0.40
84 H -4.142 -1.838 -4.331  0.33
85 H -4.330 -3.927 -5.041  0.30
86 H -3.063 -3.432 -1.617  0.23
87 C -0.562 -0.036 1.539  -0.85
88 C 0.075 -0.712 0.219  -0.41
89 O 0.876 0.128 -0.591  0.37
90 O -1.634 0.786 1.139  -0.23
91 H 0.185 0.566 2.057  -0.09
92 H -0.809 -0.775 2.302  0.22
93 H -0.736 -1.189 -0.331  0.06
94 H 0.807 -1.426 0.597  0.33
95 H 1.425 0.708 -0.057  -0.44
96 H -2.285 0.189 0.763  0.10

---

What did the second record say?
One molecule with the formula C5H7NO2. Source: the Open Molecules 2025 dataset; level of theory: the ωB97M-V functional and the def2-TZVPD basis.

## Properties
E_tot: -399.79327 Ha
E_LUMO: 0.005 Eh
Frontier orbital gap: 9.44 eV
ΔE to the lowest compared entry with this formula, charge and spin: 452.35 kJ/mol

Each line ends with the Mulliken charge.
CARTESIAN COORDINATES (ANGSTROEM)
1 C 2.778 -1.051 0.545  -0.59
2 C 2.280 0.011 -0.212  -0.35
3 C 0.768 0.421 -0.288  0.89
4 N 0.271 1.729 -0.344  -0.64
5 C -0.049 -0.572 -0.530  -0.60
6 C -1.634 -0.400 -0.051  0.44
7 O -2.597 -1.042 -0.446  -0.51
8 O -1.861 0.509 1.066  -0.52
9 H 2.187 -2.003 0.907  0.26
10 H 3.984 -0.982 0.585  0.20
11 H 3.194 0.611 -0.534  0.25
12 H -0.315 1.899 -0.968  0.20
13 H 0.957 2.629 0.157  0.29
14 H 0.056 -1.757 -0.584  0.28
15 H -1.150 1.314 1.106  0.39

---

Q: What is the formula in the second record?
A: C5H7NO2